# 1
The following is a quantum chemistry calculation of a 8-piece molecular cluster, C32H48O16 overall in a non-equilibrium geometry, from the OMol25 dataset.

Output
Energy in a.u.: -2451.99828
LUMO level in eV: 0.0
SMILES string: O=C1CCCO1.O=C1CCCO1.O=C1CCCO1.O=C1CCCO1.O=C1CCCO1.O=C1CCCO1.O=C1CCCO1.O=C1CCCO1
Energy relative to the best compared isomer or geometry (same formula, charge and spin) in kcal per mole: 47.0
M in g/mol: 688.7
Kohn-Sham gap in hartree: 0.3296

Each line ends with the Löwdin charge.
Geometry (Å):
O (-13.948, 11.807, 6.230)  0.117
C (-14.699, 12.509, 6.873)  -0.444
C (-16.205, 12.475, 6.964)  -0.056
C (-16.444, 13.934, 7.375)  -0.148
C (-15.203, 14.420, 8.154)  -0.136
O (-14.181, 13.570, 7.586)  -0.016
H (-16.746, 12.284, 6.037)  0.125
H (-16.462, 11.786, 7.770)  0.096
H (-16.467, 14.506, 6.449)  0.118
H (-17.377, 14.124, 7.900)  0.107
H (-14.899, 15.465, 8.074)  0.122
H (-15.319, 14.191, 9.220)  0.114
O (-11.683, 10.938, 7.428)  0.108
C (-11.454, 11.172, 8.604)  -0.431
C (-12.247, 12.003, 9.615)  -0.071
C (-11.556, 11.679, 10.922)  -0.135
C (-10.162, 11.055, 10.524)  -0.145
O (-10.302, 10.761, 9.164)  0.001
H (-12.114, 13.055, 9.360)  0.128
H (-13.312, 11.792, 9.620)  0.096
H (-11.430, 12.574, 11.527)  0.104
H (-12.253, 11.067, 11.500)  0.108
H (-9.318, 11.740, 10.608)  0.122
H (-10.029, 10.178, 11.161)  0.114
O (-21.848, 8.290, 8.103)  0.090
C (-21.491, 8.044, 9.251)  -0.459
C (-21.349, 6.731, 9.956)  -0.083
C (-20.478, 7.030, 11.149)  -0.148
C (-20.615, 8.565, 11.379)  -0.104
O (-21.046, 9.043, 10.061)  -0.009
H (-22.383, 6.560, 10.286)  0.141
H (-21.038, 6.005, 9.210)  0.117
H (-20.812, 6.498, 12.040)  0.115
H (-19.442, 6.781, 10.943)  0.085
H (-21.290, 8.744, 12.217)  0.120
H (-19.662, 9.059, 11.574)  0.116
O (-12.626, 7.469, 11.120)  0.119
C (-11.841, 7.169, 10.269)  -0.459
C (-10.519, 6.455, 10.337)  -0.053
C (-9.790, 6.930, 9.053)  -0.126
C (-10.894, 7.446, 8.178)  -0.176
O (-12.086, 7.548, 8.965)  -0.015
H (-10.004, 6.601, 11.284)  0.123
H (-10.716, 5.378, 10.292)  0.128
H (-9.162, 7.806, 9.192)  0.116
H (-9.331, 6.119, 8.489)  0.116
H (-10.703, 8.442, 7.785)  0.117
H (-11.059, 6.787, 7.322)  0.123
O (-19.611, 13.165, 4.801)  0.101
C (-19.730, 12.423, 5.747)  -0.483
C (-20.493, 12.678, 7.041)  -0.047
C (-20.001, 11.439, 7.765)  -0.160
C (-19.793, 10.360, 6.703)  -0.155
O (-19.307, 11.136, 5.638)  0.009
H (-20.183, 13.653, 7.397)  0.120
H (-21.563, 12.603, 6.831)  0.135
H (-19.056, 11.566, 8.289)  0.104
H (-20.703, 11.050, 8.496)  0.098
H (-18.988, 9.705, 7.036)  0.115
H (-20.693, 9.850, 6.364)  0.122
O (-12.776, 8.996, 5.513)  0.116
C (-13.369, 7.929, 5.416)  -0.471
C (-14.192, 7.254, 6.489)  -0.041
C (-14.645, 5.999, 5.742)  -0.149
C (-13.662, 5.885, 4.607)  -0.199
O (-13.032, 7.103, 4.453)  0.066
H (-13.458, 7.000, 7.250)  0.101
H (-14.999, 7.844, 6.906)  0.118
H (-14.642, 5.082, 6.334)  0.089
H (-15.649, 6.044, 5.326)  0.117
H (-12.980, 5.051, 4.811)  0.127
H (-14.118, 5.650, 3.649)  0.127
O (-18.759, 4.886, 9.115)  0.096
C (-17.685, 4.289, 9.015)  -0.381
C (-17.445, 3.040, 8.198)  -0.099
C (-16.016, 2.762, 8.215)  -0.191
C (-15.419, 3.829, 9.095)  -0.140
O (-16.504, 4.560, 9.704)  0.007
H (-17.934, 2.214, 8.713)  0.139
H (-17.778, 3.157, 7.172)  0.135
H (-15.875, 1.746, 8.578)  0.118
H (-15.574, 2.700, 7.221)  0.117
H (-14.878, 3.238, 9.830)  0.126
H (-14.748, 4.526, 8.596)  0.112
O (-15.609, 11.356, 10.214)  0.111
C (-16.002, 10.245, 9.959)  -0.446
C (-15.355, 8.922, 10.342)  -0.052
C (-16.507, 7.928, 10.247)  -0.146
C (-17.430, 8.572, 9.271)  -0.167
O (-17.201, 9.976, 9.386)  0.014
H (-14.622, 8.668, 9.574)  0.119
H (-14.922, 8.967, 11.336)  0.125
H (-16.235, 6.956, 9.849)  0.098
H (-16.982, 7.760, 11.214)  0.123
H (-17.208, 8.282, 8.238)  0.126
H (-18.468, 8.300, 9.452)  0.109

---

# 2
The following is a quantum chemistry calculation of an isolated molecule of C12H14N2S in a non-equilibrium geometry, from the OMol25 dataset.

Output
Energy in a.u.: -972.92878
LUMO level in eV: 0.4
SMILES string: c1ccc2sc(C3CCNCC3)nc2c1
Energy relative to the best compared isomer or geometry (same formula, charge and spin) in kcal per mole: 270.7
M in g/mol: 218.3
Kohn-Sham gap in hartree: 0.3084

Each line ends with the Löwdin charge.
Geometry (Å):
C (4.328, 0.929, 0.003)  -0.231
C (4.378, -0.285, -0.203)  -0.092
C (3.191, -1.202, 0.272)  -0.035
C (2.011, -0.521, 0.090)  -0.410
S (0.317, -1.256, 0.236)  1.137
C (-0.220, 0.105, -0.221)  -0.659
C (-1.772, 0.389, -0.039)  -0.356
C (-2.375, -0.208, -1.424)  -0.042
C (-3.919, -0.413, -1.160)  -0.148
N (-4.390, 0.450, -0.122)  -0.136
C (-3.965, 0.401, 1.110)  -0.276
C (-2.337, -0.238, 1.084)  -0.169
N (0.668, 1.190, -0.167)  0.087
C (2.058, 0.858, -0.116)  -0.306
C (3.201, 1.540, -0.150)  -0.063
H (5.098, 1.488, -0.013)  0.067
H (5.440, -0.892, 0.078)  0.161
H (3.340, -2.509, 0.189)  0.182
H (-1.976, 1.430, 0.012)  0.122
H (-2.213, 0.422, -2.077)  0.017
H (-1.918, -1.201, -1.545)  0.111
H (-4.448, -0.394, -1.925)  0.041
H (-3.947, -1.334, -0.736)  0.094
H (-4.319, 1.643, -0.417)  0.241
H (-4.099, 1.184, 1.912)  0.119
H (-4.385, -0.666, 1.747)  0.156
H (-1.841, 0.457, 2.106)  0.206
H (-2.236, -1.155, 1.099)  -0.017
H (2.991, 2.781, -0.271)  0.200

---

# 3
The following is a quantum chemistry calculation of an isolated molecule of C7H9IO2 in a non-equilibrium geometry, from the OMol25 dataset.

Output
Multiplicity: 3
Energy in a.u.: -720.13421
LUMO level (alpha / beta) in eV: 0.6 / -2.6
Energy relative to the best compared isomer or geometry (same formula, charge and spin) in kcal per mole: 0.0
M in g/mol: 252.1
Kohn-Sham gap (alpha / beta) in hartree: 0.2422 / 0.2445

Each line ends with the Löwdin spin population.
Geometry (Å):
C (-1.267, 1.721, 0.441)  0.322
C (-1.441, 0.516, 1.231)  0.303
C (-0.785, 1.671, -0.799)  0.509
C (-0.869, -0.641, 0.898)  0.497
C (-0.484, 0.365, -1.475)  0.084
C (0.023, -0.724, -0.300)  0.080
C (1.984, -1.119, 0.973)  0.012
O (0.445, 0.430, -2.498)  0.019
O (1.346, -0.422, -0.075)  0.033
I (-0.156, -2.743, -1.206)  0.045
H (-1.541, 2.661, 0.894)  0.011
H (-2.039, 0.587, 2.128)  0.011
H (-0.652, 2.550, -1.409)  0.025
H (-0.969, -1.522, 1.514)  0.019
H (-1.409, -0.038, -1.905)  0.023
H (3.013, -0.763, 0.985)  0.001
H (1.973, -2.198, 0.778)  0.001
H (1.511, -0.917, 1.939)  0.005
H (1.317, 0.584, -2.113)  0.002

---

# 4
The following is a quantum chemistry calculation of an isolated molecule of C5H8N2, from the OMol25 dataset.

Output
Energy in a.u.: -304.81367
LUMO level in eV: 1.0
SMILES string: Cc1c[nH]c(N)c1
Energy relative to the best compared isomer or geometry (same formula, charge and spin) in kcal per mole: 13.7
M in g/mol: 96.1
Kohn-Sham gap in hartree: 0.3141

Each line ends with the Löwdin charge.
Geometry (Å):
C (1.817, -1.424, 0.038)  -0.068
C (0.422, -0.908, -0.126)  -0.311
C (-0.292, -0.679, -1.274)  -0.089
N (-1.173, 0.363, -1.025)  0.062
C (-0.995, 0.801, 0.262)  -0.390
N (-1.394, 2.080, 0.685)  0.089
C (-0.105, -0.038, 0.871)  -0.038
H (2.441, -0.520, 0.034)  0.082
H (1.981, -1.909, 1.005)  0.072
H (2.171, -2.064, -0.772)  0.071
H (-0.242, -1.136, -2.254)  0.109
H (-1.631, 0.901, -1.741)  0.146
H (-2.375, 2.201, 0.892)  0.076
H (-0.846, 2.324, 1.502)  0.081
H (0.221, 0.008, 1.903)  0.109